Entry 1:
Formula: C31H47N6O9RhSSe2Si
Source: the Open Molecules 2025 dataset
Level of theory: ωB97M-V/def2-TZVPD

Positions of all 98 atoms, in Å:
Rh -0.10672 0.64597 -0.05460
Se 1.44250 2.08084 -2.11833
Se 1.78961 2.48651 2.68410
C 2.69978 1.17387 1.69378
C 4.03040 0.92621 2.03175
C 4.75275 -0.03779 1.34532
C 4.12201 -0.71453 0.32021
C 2.79349 -0.42330 0.04074
N 2.07478 0.48083 0.70789
C 0.52540 3.27597 -0.99059
C 0.56596 4.65424 -1.14015
C -0.19023 5.43954 -0.27994
C -0.94579 4.82275 0.70172
C -0.92416 3.43886 0.80281
N -0.20918 2.68698 -0.02392
H 4.47894 1.50140 2.82878
H 5.78486 -0.23755 1.59922
H 4.63614 -1.45745 -0.27288
H 2.28638 -0.93909 -0.76198
H 1.17418 5.08969 -1.92001
H -0.18462 6.51671 -0.37783
H -1.54614 5.39742 1.39285
H -1.47975 2.91382 1.56018
C -6.14581 -2.15362 0.47069
C -4.80655 -2.57338 -0.11342
C -3.90855 -3.16027 0.96843
C -4.99404 -3.54259 -1.26448
O -4.11789 -1.41826 -0.67030
Si -4.03280 0.13522 -0.27164
S -2.03765 0.61568 -1.15093
O -4.18995 0.36702 1.31960
C -5.08472 1.17521 2.15045
C -5.05161 0.53488 3.52914
C -6.50552 1.16145 1.60622
C -4.55331 2.59384 2.19818
O -4.94076 1.18386 -1.07352
C -5.51971 1.32274 -2.40811
C -5.72248 2.81420 -2.60457
C -6.84393 0.57802 -2.40960
C -4.57711 0.75142 -3.45551
H -6.68147 -3.03096 0.83329
H -6.76638 -1.66728 -0.28097
H -6.00450 -1.47429 1.31365
H -4.37596 -4.04750 1.39652
H -3.75879 -2.42155 1.76226
H -2.94684 -3.44543 0.53549
H -5.48712 -4.45157 -0.92025
H -4.03258 -3.81521 -1.69329
H -5.60906 -3.09118 -2.04382
H -5.40223 -0.49670 3.48104
H -5.70036 1.08312 4.21215
H -4.04394 0.54928 3.94610
H -6.87186 0.14162 1.48371
H -6.57147 1.67759 0.65148
H -7.15938 1.66486 2.31884
H -3.56212 2.60892 2.65727
H -5.21165 3.22303 2.79793
H -4.50612 3.01018 1.19037
H -6.38606 3.21435 -1.83750
H -6.16832 3.00809 -3.57992
H -4.76638 3.33754 -2.55234
H -7.48754 0.93220 -1.60386
H -6.67970 -0.49387 -2.29265
H -7.35963 0.73713 -3.35662
H -3.63849 1.30558 -3.48513
H -5.04143 0.82144 -4.43926
H -4.36550 -0.30227 -3.25719
N -1.11009 -3.65942 2.55044
C -0.69340 -2.34788 3.13608
C -1.40284 -1.20915 2.40145
N -0.59804 0.02077 2.32500
H -0.63512 -4.44055 3.00039
H -0.86432 -3.65664 1.49688
H -2.11472 -3.81317 2.64160
H 0.38237 -2.28165 2.97224
H -0.88311 -2.36116 4.20788
H -2.36980 -0.97594 2.83713
H -1.59913 -1.55136 1.38611
H 0.38848 -0.18242 2.43881
H -0.85859 0.66914 3.05832
O -0.50518 -3.53245 -0.05016
C -0.25446 -2.49334 -0.68406
O 0.12038 -1.42163 -0.10021
C -0.38724 -2.54940 -2.17996
C -0.98218 -3.66764 -2.75414
C -1.14030 -3.71495 -4.12385
C -0.72126 -2.70031 -4.96092
C -0.11464 -1.61510 -4.36184
C 0.06524 -1.51948 -2.99430
N 0.34076 -0.50076 -5.21805
O 0.21546 -0.62508 -6.40876
O 0.86719 0.44873 -4.66129
N -1.80745 -4.89558 -4.72280
O -2.19905 -5.74920 -3.95636
O -1.94042 -4.89969 -5.92356
H -1.31027 -4.49498 -2.14244
H -0.85866 -2.75937 -6.03088
H 0.55634 -0.64899 -2.58818

Calculated values
* total energy: -7815.73721 Ha
* 2S+1: 5
* net charge: +2
* HOMO (spin up / spin down): -13.60 / -14.08 eV
* ⟨S²⟩: 6.0341
* max |F|: 0.6 eV Å⁻¹

***

Entry 2:
Formula: C31H47N7O5P
Source: the Open Molecules 2025 dataset
Level of theory: ωB97M-V/def2-TZVPD

Positions of all 91 atoms, in Å:
C 3.44224 -3.62135 -1.95270
C 2.24758 -3.94496 -0.86985
C 2.75199 -3.88872 0.71122
C 0.94249 -2.93296 -0.98752
C 1.28633 -1.44373 -1.56215
N 0.36953 -0.32860 -1.10978
C -1.07820 -0.47550 -1.48335
C -2.01368 -1.38083 -0.50793
C -2.52095 -2.74845 -1.32208
C -4.15646 -2.86496 -1.43811
C -4.96464 -2.61813 -0.02967
N -4.23772 -3.10414 1.21106
C 0.66818 -0.04695 0.33829
O -0.28400 0.82522 1.03744
N 0.19766 1.07927 2.28778
O 0.65986 2.21971 2.22027
P 0.94371 1.12664 -2.04499
O 0.78032 2.48394 -1.25949
O -0.01058 1.31328 -3.53190
O 2.60178 1.01011 -2.55570
H 4.08311 -2.67628 -1.67214
H 2.94232 -3.52634 -3.03059
H 4.17411 -4.54758 -2.02756
H 1.83352 -5.02956 -1.14348
H 2.50761 -2.78884 1.10173
H 3.90572 -4.13096 0.83684
H 2.12025 -4.64289 1.35856
H 0.17721 -3.47253 -1.72785
H 0.42748 -2.93522 0.08569
H 2.37026 -1.16858 -1.14419
H 1.39816 -1.42791 -2.74808
H -1.54168 0.62203 -1.50580
H -1.14488 -0.85007 -2.61417
H -1.51620 -1.76788 0.47651
H -2.93911 -0.70201 -0.18119
H -2.10327 -2.79871 -2.42605
H -2.13172 -3.74679 -0.79744
H -4.38200 -3.99287 -1.75384
H -4.54868 -2.20779 -2.33993
H -5.98464 -3.21224 -0.11947
H -5.25146 -1.46458 0.05005
H -3.93684 -2.23608 1.74825
H -4.98229 -3.52577 1.84283
H 1.71675 0.52354 0.36116
H 0.82113 -0.99937 1.01507
H 0.17702 0.48926 -4.10611
H 2.68806 0.60661 -3.48687
N -4.94267 -5.45558 -3.62832
C -4.47475 -6.69710 -3.37332
C -4.99143 -7.84811 -3.94636
C -6.05583 -7.72142 -4.83264
C -6.56099 -6.45620 -5.11397
C -5.97534 -5.36406 -4.49416
H -3.64597 -6.74405 -2.67291
H -4.57438 -8.81974 -3.70709
H -6.48805 -8.60117 -5.30049
H -7.39013 -6.32391 -5.79975
H -6.33154 -4.35539 -4.68396
N 4.10414 3.25425 3.98537
C 2.83047 3.43539 3.57267
C 2.02465 4.48037 3.99555
C 2.55360 5.39495 4.90012
C 3.86173 5.23407 5.34511
C 4.59068 4.15921 4.86218
H 2.46230 2.69379 2.86972
H 1.00918 4.57848 3.62889
H 1.95168 6.22634 5.25526
H 4.30297 5.92925 6.05031
H 5.61716 3.99269 5.17667
N 6.80803 3.66280 0.36984
C 7.35393 3.63373 -0.86568
C 6.62422 3.43019 -2.02596
C 5.25081 3.24066 -1.91498
C 4.65966 3.26331 -0.65595
C 5.47223 3.47753 0.44575
H 8.42916 3.78330 -0.89973
H 7.11488 3.41923 -2.99259
H 4.64599 3.07692 -2.80213
H 3.59204 3.11835 -0.53577
H 5.05761 3.50757 1.44949
N -1.65693 7.59352 4.04885
C -1.26776 6.50178 3.35459
C -1.95068 5.29613 3.36809
C -3.10146 5.20020 4.14334
C -3.52660 6.30685 4.87114
C -2.77881 7.47059 4.79097
H -0.36236 6.62561 2.76758
H -1.59373 4.45231 2.78861
H -3.66257 4.27097 4.17997
H -4.41895 6.26421 5.48527
H -3.07159 8.36265 5.33762

Calculated values
* total energy: -2309.70316 Ha
* 2S+1: 1
* net charge: +1
* HOMO: -11.18 eV
* max |F|: 8.8 eV Å⁻¹

***

Entry 3:
Formula: C31H47NO3P2STl
Source: the Open Molecules 2025 dataset
Level of theory: ωB97M-V/def2-TZVPD

Positions of all 86 atoms, in Å:
Tl 0.33946 -1.24985 -5.37865
C -0.73742 -2.23343 1.41695
C 0.61180 -2.31090 0.97021
C 0.51208 -0.75828 2.66509
C -0.79389 -1.28864 2.47813
C 1.37804 -1.38351 1.72589
C -1.89059 -3.00327 0.91455
H -1.60074 -3.64452 0.07672
H -2.69082 -2.32952 0.57800
H -2.31344 -3.64439 1.70179
C -1.97696 -0.94278 3.28311
H -2.80636 -1.62304 3.05465
H -2.31663 0.08103 3.06349
H -1.75604 -1.00161 4.35958
C 0.88445 0.23274 3.68742
H 0.49656 -0.05663 4.67544
H 0.47796 1.22689 3.45115
H 1.97441 0.32689 3.75163
C 2.82766 -1.13320 1.61250
H 3.38307 -1.57535 2.45232
H 3.03614 -0.05556 1.61204
H 3.22447 -1.56348 0.68874
C 1.14786 -3.24371 -0.04144
H 1.58646 -4.14123 0.42230
H 1.94101 -2.77058 -0.63188
H 0.35905 -3.58370 -0.71977
C -1.47981 0.68392 -6.37040
C -1.52884 -0.68206 -6.52963
C -1.06926 -1.32413 -7.86100
C 0.34463 -0.90532 -8.36180
C 1.39436 -0.53994 -7.27379
C 1.36496 0.62864 -6.47555
C 0.62158 1.87180 -6.91507
C -0.82764 1.59562 -7.33636
H -1.79474 -1.06311 -8.64908
H 0.28119 -0.09957 -9.11593
H -1.10440 -2.42461 -7.76578
H -0.84132 1.22144 -8.36551
H -2.05624 1.18541 -5.58853
H -2.23096 -1.26630 -5.90616
H -1.35337 2.56131 -7.36916
H 0.63693 2.58594 -6.07333
H 2.03465 0.79236 -5.60658
H 1.19496 2.34065 -7.73625
H 0.79485 -1.76735 -8.89231
H 2.31414 -1.16068 -7.32680
P -1.93529 1.56132 -1.91980
P 1.80380 1.88061 -1.69481
C -0.69120 2.14482 -3.24000
C 0.51558 2.87031 -2.64576
H -1.27098 2.86389 -3.83167
H -0.41395 1.31882 -3.91910
H 1.11870 3.35601 -3.42831
H 0.16726 3.61402 -1.90957
C 2.69620 3.38408 -1.10187
H 3.72575 3.11633 -0.84055
H 2.23737 3.78512 -0.19577
H 2.69358 4.14777 -1.89052
C 2.98136 1.43677 -3.01820
H 3.08211 2.26590 -3.72997
H 2.63060 0.54604 -3.54594
H 3.94490 1.18895 -2.54970
C -3.52293 1.80611 -2.83209
H -4.22352 1.00025 -2.57354
H -3.40131 1.87544 -3.92530
H -3.92748 2.74668 -2.42855
C -1.70481 -0.29145 -2.23748
H -0.65963 -0.59137 -2.03630
H -1.94313 -0.56237 -3.28909
H -2.37335 -0.84162 -1.55620
O 1.35368 2.90765 1.64498
S -0.00937 3.39090 1.40037
O -0.67364 3.32581 3.01355
N -0.84543 2.18732 0.68762
C -2.07735 1.81862 1.09173
O -2.61438 0.76296 0.64394
C -2.78683 2.67306 2.08501
C -4.18657 2.67391 2.18608
C -4.79802 3.31280 3.25947
C -4.02618 3.92332 4.26000
C -2.63632 3.90890 4.18310
C -2.03614 3.29253 3.08213
H -4.74638 2.15614 1.39671
H -5.88570 3.31884 3.30904
H -4.51210 4.40221 5.09788
H -2.00078 4.36941 4.92836

Calculated values
* total energy: -2742.81620 Ha
* 2S+1: 1
* net charge: +1
* HOMO (spin up / spin down): -9.26 / -9.26 eV
* relative energy (zero: lowest compared OMol25 entry of this formula, charge and spin): 358.99 kJ/mol
* max |F|: 5.3 eV Å⁻¹

***

Entry 4:
Formula: C31H47NO3P2SV
Source: the Open Molecules 2025 dataset
Level of theory: ωB97M-V/def2-TZVPD

Positions of all 86 atoms, in Å:
V -1.87643 -0.85653 -1.22428
C 1.34971 2.43855 -0.10820
C 0.19056 2.58996 0.70631
C 1.93826 1.99163 2.05573
C 2.42290 2.09488 0.73673
C 0.55563 2.28674 2.05088
C 1.57577 2.89169 -1.49049
H 0.65140 3.23094 -1.97106
H 1.99592 2.08761 -2.12980
H 2.29589 3.73798 -1.48667
C 3.84279 2.11534 0.36961
H 4.01729 1.71689 -0.63631
H 4.42046 1.55252 1.11190
H 4.17052 3.16746 0.39109
C 2.78462 1.86422 3.24380
H 3.38995 2.77653 3.28417
H 3.44242 0.99481 3.16562
H 2.18236 1.81487 4.15449
C -0.26085 2.52877 3.25886
H 0.21280 3.39644 3.75659
H -0.25257 1.68839 3.97826
H -1.30685 2.78587 3.01055
C -0.84847 3.57717 0.40553
H -0.48824 4.48071 0.91849
H -1.82796 3.33194 0.81058
H -0.92682 3.80029 -0.65599
C -2.24565 -1.81868 -2.71865
C -2.36833 -0.59945 -3.69961
C -3.61681 0.28912 -3.60338
C -4.25814 0.44852 -2.19601
C -3.37080 0.28502 -0.99430
C -3.41448 -1.10318 -0.26262
C -4.09457 -2.22396 -0.97392
C -3.61833 -2.44529 -2.41060
H -4.39557 -0.07353 -4.28064
H -5.13239 -0.21895 -2.14313
H -3.33963 1.27941 -3.98451
H -4.39684 -2.16361 -3.13884
H -1.62905 -2.61220 -3.27873
H -2.16108 -0.78516 -4.81386
H -3.51128 -3.51756 -2.60561
H -3.90378 -3.12533 -0.37569
H -3.47002 -1.11834 0.83198
H -5.19203 -2.15679 -1.00433
H -4.68417 1.46313 -2.12367
H -3.30778 1.13529 -0.30051
P -0.95199 0.29447 -3.10771
P -1.19068 -0.49635 2.25840
C -0.95791 -2.26429 -0.00733
C -1.30429 -2.23485 1.44379
H 0.06282 -2.32773 -0.33965
H -1.63294 -2.56577 -0.87387
H -2.28468 -2.71318 1.63657
H -0.54009 -2.90898 1.88627
C -0.69528 -1.16769 3.90205
H 0.07376 -0.47319 4.31047
H -0.23967 -2.16797 3.73912
H -1.59958 -1.21733 4.55451
C -2.89102 0.18053 2.65614
H -3.55725 -0.57055 3.08921
H -3.35168 0.60351 1.75350
H -2.78509 1.00807 3.37050
C 0.49605 -0.60920 -3.67374
H 1.29989 -0.24199 -3.00444
H 0.71479 -0.33057 -4.70988
H 0.41281 -1.71413 -3.60873
C -1.40351 1.75873 -2.19003
H -1.16830 1.61859 -1.13896
H -2.35652 2.28045 -2.24634
H -0.62316 2.38124 -2.60258
O 2.63137 -0.07981 -1.71930
C 2.70246 -0.82305 -0.69332
N 1.66753 -1.01065 0.15699
S 2.02340 -1.72299 1.58742
O 1.94584 -0.74358 2.65552
O 1.41486 -3.02282 1.81719
C 3.67116 -2.02978 1.10655
C 4.57605 -2.78639 1.83673
C 5.82473 -2.96478 1.21614
C 6.10584 -2.38196 -0.05564
C 5.17239 -1.60078 -0.75624
C 3.90773 -1.51498 -0.17170
H 4.28834 -3.19999 2.81062
H 6.56676 -3.59390 1.72318
H 7.08577 -2.55864 -0.51288
H 5.34900 -1.11182 -1.72829

Calculated values
* total energy: -3513.77247 Ha
* 2S+1: 2
* net charge: +2
* HOMO (spin up / spin down): -13.21 / -13.21 eV
* ⟨S²⟩: 1.1930
* max |F|: 6.7 eV Å⁻¹

***

Entry 5:
Formula: C31H48BN8O2Rh
Source: the Open Molecules 2025 dataset
Level of theory: ωB97M-V/def2-TZVPD

Positions of all 91 atoms, in Å:
Rh -0.44087 -0.22282 -0.06027
C -2.85668 -4.93573 0.77995
C -2.66256 -3.62212 0.10350
C -3.41849 -3.04460 -0.89364
C -2.82990 -1.82789 -1.21335
N -1.74801 -1.67721 -0.39020
N -1.65713 -2.78795 0.38647
B -0.47075 -2.96813 1.31315
N 0.77465 -2.76822 0.46068
N 0.92641 -1.60689 -0.21511
C 2.06201 -1.68009 -0.95404
C 2.62914 -2.92285 -0.71032
C 1.79665 -3.58223 0.18072
C 1.93782 -4.95067 0.75417
C 2.58188 -0.56978 -1.81648
C 1.44097 -0.02448 -2.68422
C 3.15824 0.49643 -0.86832
C 3.69027 -1.07814 -2.73763
N -0.49906 -1.85380 2.32751
N -0.46657 -0.55714 1.92610
C -0.40902 0.21897 3.04868
C -0.42183 -0.63190 4.14552
C -0.47609 -1.92211 3.66297
C -0.49934 -3.20073 4.43109
C -0.33614 1.71480 3.13793
C -0.28198 2.30823 1.75570
C -1.58055 2.23667 3.87343
C 0.93002 2.10924 3.91431
C -3.35907 -0.89412 -2.26950
C -2.39076 0.23111 -2.55447
C -4.69683 -0.31683 -1.77872
C -3.58428 -1.69008 -3.56335
H -3.77813 -5.39082 0.42646
H -2.91931 -4.82035 1.86152
H -2.03262 -5.61568 0.56277
H -4.29799 -3.46613 -1.34999
H -0.47688 -4.03447 1.83669
H 3.54592 -3.30303 -1.12691
H 2.85397 -5.40475 0.38624
H 1.09829 -5.58420 0.46781
H 1.97783 -4.92225 1.84283
H 0.60820 0.37411 -2.08838
H 1.03673 -0.81283 -3.32189
H 1.79109 0.78607 -3.32440
H 2.41417 0.81697 -0.13147
H 3.52588 1.36381 -1.42044
H 3.99994 0.08464 -0.31044
H 3.33607 -1.89203 -3.37185
H 4.54811 -1.43117 -2.16470
H 4.03134 -0.26766 -3.38179
H -0.39191 -0.34271 5.18232
H -0.51369 -2.97704 5.49456
H 0.38249 -3.80516 4.21914
H -1.38050 -3.79416 4.18960
H -1.20219 2.07056 1.21882
H 0.59023 1.91706 1.21657
H -0.18415 3.39459 1.78444
H -2.49287 2.00105 3.32145
H -1.51324 3.31950 3.98282
H -1.66378 1.80002 4.86825
H 1.83111 1.78354 3.39048
H 0.93888 1.66949 4.91109
H 0.96810 3.19351 4.02177
H -2.05708 0.67053 -1.62097
H -2.87532 1.02503 -3.12272
H -1.52529 -0.11337 -3.12506
H -4.56490 0.27338 -0.86795
H -5.40865 -1.11255 -1.56023
H -5.12915 0.32082 -2.55041
H -2.66084 -2.16316 -3.90102
H -3.93366 -1.01673 -4.34689
H -4.33793 -2.46509 -3.42784
O 5.20793 3.71190 -1.86107
C 4.49341 4.83864 -1.39633
N 3.10443 4.50234 -1.61166
C 2.11741 4.88975 -0.77537
O 2.26520 5.60770 0.19130
C 0.76659 4.27673 -1.03259
C -0.39102 5.03614 -0.96136
C -1.60854 4.38145 -0.98791
C -1.62301 2.99742 -0.99042
N -0.51247 2.24509 -1.04721
C 0.65388 2.90279 -1.11463
H 6.14980 3.91134 -1.87005
H 4.76668 5.74436 -1.94256
H 4.62921 5.01829 -0.32951
H 2.89759 4.00491 -2.46272
H -0.33246 6.11385 -0.87764
H -2.54017 4.92940 -0.96995
H -2.56859 2.47661 -0.91535
H 1.54373 2.30298 -1.20761

Calculated values
* total energy: -1933.54735 Ha
* 2S+1: 1
* net charge: +2
* HOMO: -14.34 eV
* max |F|: 1.0 eV Å⁻¹

***

- Which of these has the highest 2S+1?
  C31H47N6O9RhSSe2Si